52
Properties=species:S:1:pos:R:3 method="wB97M-V/def2-TZVPD" homo_lumo_gap_ev=8.839 max_force_ha_per_bohr=0.0138 energy_ha=-1371.67944 mol_weight_g_mol=406.44 smiles="Cc1ccc(NC(=O)NC(=O)CN2C(=O)N[C@]3(CCc4ccccc43)C2=O)c(C)c1" charge=0
C 3.27098 1.28856 7.16098
C 2.93706 1.08872 5.71368
C 1.76487 1.58403 5.16429
C 1.46857 1.38479 3.82827
C 2.34565 0.68040 3.01426
N 2.09076 0.46125 1.65308
C 0.98209 0.74667 0.95892
O -0.03507 1.28809 1.32592
N 1.04429 0.32957 -0.40487
C 1.96317 -0.44915 -1.03249
O 3.04827 -0.73292 -0.57540
C 1.50716 -0.94077 -2.40596
N 0.09782 -1.23966 -2.41229
C -0.47619 -2.18711 -1.54025
O 0.13393 -2.84492 -0.74285
N -1.80082 -2.18350 -1.80820
C -2.19349 -1.14389 -2.72638
C -3.07881 -1.60594 -3.90078
C -3.95667 -0.39420 -4.24862
C -3.98946 0.40201 -2.97844
C -4.82583 1.44056 -2.62037
C -4.64921 2.04669 -1.38395
C -3.65363 1.62223 -0.51982
C -2.80855 0.58007 -0.87443
C -2.99360 -0.01910 -2.10409
C -0.83931 -0.59391 -3.17068
O -0.61377 0.25566 -3.99234
C 3.53789 0.16854 3.54663
C 4.50486 -0.59884 2.69342
C 3.80618 0.38546 4.88720
H 3.27093 0.33239 7.68397
H 2.54749 1.94321 7.63985
H 4.26279 1.72535 7.26773
H 1.07084 2.13403 5.78273
H 0.55466 1.77258 3.41083
H 2.81583 -0.03785 1.13936
H 0.20030 0.57438 -0.90936
H 1.68171 -0.16587 -3.15941
H 2.09181 -1.83106 -2.65402
H -2.46057 -2.67962 -1.23316
H -2.48197 -1.94392 -4.74600
H -3.69531 -2.43752 -3.55541
H -4.95033 -0.68576 -4.58799
H -3.48735 0.20122 -5.03471
H -5.60326 1.77495 -3.29080
H -5.29660 2.86032 -1.09303
H -3.52170 2.10330 0.43653
H -2.03897 0.25365 -0.18953
H 4.88970 0.01904 1.88178
H 4.03155 -1.47700 2.25421
H 5.34841 -0.93305 3.29189
H 4.72275 -0.00629 5.30623